Entry 1:
Molecular formula: C34H57F4N4O2ReSSi3
Method: DFT, ωB97M-V/def2-TZVPD

energy relative to the best compared isomer or geometry (same formula, charge and spin)	11.6	kcal/mol
multiplicity	4
Kohn-Sham gap (alpha / beta)	7.376 / 6.419	eV
F_max	0.0364	Eh/bohr
total charge	+1

Element x y z (Å)
Re (-0.3144, 0.0645, 0.2296)
S (-1.9769, -1.4283, -0.6329)
Si (4.1129, 0.6224, -0.7432)
Si (1.9622, -1.0557, -2.4410)
Si (2.9196, 1.9299, -3.4718)
F (1.1909, 3.4631, 5.6196)
F (-0.2609, 3.6748, 3.4026)
F (3.2678, -0.4291, 4.0102)
F (1.8039, -0.2458, 1.7113)
O (1.1477, -1.3743, -0.9846)
O (-0.5905, -1.1694, 2.1115)
N (-2.7507, -2.0063, 1.9410)
N (-1.3844, 1.6863, -1.0787)
N (-4.0738, -2.7179, 0.2529)
N (0.0410, 1.6955, 1.2726)
C (-2.9636, -2.0914, 0.6479)
C (-3.8049, -4.0345, -1.8108)
C (-1.6802, -1.5745, 2.5986)
C (-4.4715, -2.8428, -1.1321)
C (4.3685, -0.9896, 0.2515)
C (1.1641, -2.6531, -0.3768)
C (-3.0993, -2.1637, 6.0395)
C (-5.9907, -2.1629, 1.6566)
C (1.6288, 0.6506, 2.7148)
C (-3.2860, 1.8974, 0.6349)
C (-0.6621, 2.9205, -0.6966)
C (2.7949, 0.5962, -2.1261)
C (-1.1822, 1.5457, -2.5491)
C (-1.8231, -1.6245, 4.0710)
C (-2.9682, -2.1590, 4.6644)
C (1.3638, 2.4450, -4.4660)
C (5.8242, 0.9170, -1.5486)
C (-0.8169, -1.1006, 4.8832)
C (3.5247, 3.5819, -2.7334)
C (2.3833, 0.5617, 3.8679)
C (1.3431, 2.5342, 4.6742)
C (-0.3757, 3.0094, 0.8008)
C (3.3028, -2.3559, -2.8338)
C (0.6932, 1.6785, 2.4826)
C (-0.9537, -1.1069, 6.2588)
C (-2.8421, 1.7825, -0.8194)
C (-2.1747, 0.6968, -3.3314)
C (4.0965, 1.2108, -4.7976)
C (3.6744, 2.0482, 0.4653)
C (0.6481, -1.2716, -3.8134)
C (0.5903, 2.6368, 3.5098)
C (2.2399, 1.5010, 4.8771)
C (-4.9988, -3.2432, 1.2386)
C (-2.0960, -1.6373, 6.8394)
H (3.5760, 0.4805, -5.4114)
H (-3.9898, -2.5784, 6.4886)
H (-2.7260, -3.9130, -1.8153)
H (4.5626, 3.5403, -2.4306)
H (-6.5348, -1.7851, 0.7941)
H (4.9570, 0.7202, -4.3592)
H (4.9412, -0.7998, 1.1575)
H (-4.0482, -4.9536, -1.2879)
H (-1.2503, 3.3636, 1.3522)
H (-2.2043, -1.6450, 7.9142)
H (-1.2036, 2.5472, -2.9944)
H (-6.7018, -2.5636, 2.3721)
H (4.4583, 1.9952, -5.4544)
H (0.0708, -0.6903, 4.4292)
H (2.1627, -3.0838, -0.4192)
H (-3.2350, 2.6379, -1.3820)
H (-1.7982, 0.6038, -4.3476)
H (1.6964, 2.9218, -5.3844)
H (0.4306, 3.7375, 0.9616)
H (0.7699, -0.5361, -4.6016)
H (2.8155, 1.4323, 5.7828)
H (3.4348, 4.3767, -3.4667)
H (-2.2688, -0.2967, -2.9088)
H (-5.5559, -2.9670, -1.1499)
H (-5.5192, -4.0941, 0.7961)
H (2.9443, 3.8770, -1.8662)
H (3.3918, -2.4476, -3.9110)
H (-4.4285, -3.5848, 2.1005)
H (-0.1813, 1.1318, -2.6742)
H (0.7531, -2.2461, -4.2841)
H (3.0860, -3.3447, -2.4410)
H (-3.1555, 1.1576, -3.3952)
H (-1.2328, 3.7980, -1.0188)
H (6.1318, 0.0457, -2.1196)
H (-3.2802, 0.8667, -1.2166)
H (-4.2221, -1.9241, -1.6666)
H (-0.3668, -1.2010, -3.4366)
H (4.2729, -2.0512, -2.4616)
H (-2.7135, 1.2221, 1.2778)
H (-5.4593, -1.3338, 2.1168)
H (4.9308, -1.7178, -0.3255)
H (3.4402, -1.4558, 0.5558)
H (-3.2013, 2.9110, 1.0104)
H (-4.1430, -4.1123, -2.8385)
H (0.2956, 2.9037, -1.2273)
H (6.5790, 1.0882, -0.7874)
H (3.9378, 1.7868, 1.4861)
H (0.8719, -2.5572, 0.6698)
H (0.7271, 1.6189, -4.7542)
H (-4.3340, 1.6115, 0.7004)
H (0.4613, -3.3183, -0.8841)
H (-3.7452, -2.5672, 4.0396)
H (2.6134, 2.2794, 0.4414)
H (5.8294, 1.7670, -2.2192)
H (-0.1691, -0.6928, 6.8762)
H (0.7594, 3.1748, -3.9398)
H (4.2171, 2.9514, 0.2130)

Cartesian forces (eV/Å) of the 3 atoms listed first:
Re -1.31 0.32 -0.22
S 0.31 -0.19 -0.16
Si 0.45 0.25 0.23



Entry 2:
Molecular formula: C34H57MgN3O2SSi
Method: DFT, ωB97M-V/def2-TZVPD

energy relative to the best compared isomer or geometry (same formula, charge and spin)	10.0	kcal/mol
Kohn-Sham gap	7.810	eV
F_max	0.0844	Eh/bohr
total charge	0

Element x y z (Å)
S (0.0504, -2.3907, 1.2440)
Si (0.4170, 2.1288, -3.3008)
Mg (0.3066, -0.3116, 0.1109)
O (0.7699, -2.3389, -1.4379)
O (-2.3612, -2.3164, -6.4141)
N (-0.8238, -0.9605, 3.4841)
N (1.6583, 1.0956, 0.9853)
N (-1.1240, 1.2916, 0.9035)
C (-0.6567, -1.8321, -8.0222)
C (-3.0808, -1.9039, -5.2665)
C (-2.0043, 3.5927, 1.0817)
C (2.8232, 3.0178, 1.9926)
C (3.0894, -0.1985, 2.5052)
C (0.4259, 3.1304, 1.2614)
C (-1.4127, -1.3363, -6.8125)
C (-2.8667, 0.4499, -1.1632)
C (-0.1410, -4.0376, -3.0914)
C (-3.6486, -3.0740, -4.4928)
C (-0.2665, -3.2935, -1.7754)
C (-4.1933, 0.6281, 2.9259)
C (2.2059, 0.1000, 3.6733)
C (-1.9851, 1.4453, 3.7058)
C (2.8036, -3.5344, -1.2246)
C (2.0416, -2.5819, -2.0821)
C (-0.4970, -1.5233, 2.5006)
C (-2.8883, 0.9999, 2.6115)
C (4.9841, -1.3582, 1.5476)
C (-3.3198, 0.4586, 0.2613)
C (4.8673, -0.6318, 0.3612)
C (4.1346, -1.1000, 2.6307)
C (-2.4314, 0.8809, 1.2709)
C (-4.6201, 0.0876, 0.6069)
C (3.6851, 1.0256, -1.0912)
C (1.6600, 2.2004, -4.7632)
C (0.5675, 0.2846, -3.4515)
C (1.5952, 2.3698, 1.3904)
C (3.8066, 0.2543, 0.1911)
C (-5.0455, 0.1382, 1.9348)
C (0.6492, 3.4506, -1.9802)
C (-1.3864, 2.3324, -3.8266)
C (-0.8549, 2.5984, 1.0411)
C (2.8648, 0.3830, 1.2334)
H (-0.7404, -1.1657, -5.9548)
H (2.7502, -0.0543, 4.6116)
H (-0.2573, -4.0114, -0.9563)
H (2.6491, 4.0882, 2.1388)
H (3.3534, 0.3746, -1.9208)
H (-4.4478, -2.7225, -3.8451)
H (1.8326, -2.9696, -3.0738)
H (2.5703, -1.6308, -2.2710)
H (1.3361, 1.4905, -5.5417)
H (3.7577, -3.7613, -1.6951)
H (-1.4741, 3.0607, -4.6424)
H (5.5962, -0.7210, -0.4534)
H (1.4081, 3.2083, -1.2278)
H (-0.2844, 3.6302, -1.4216)
H (-2.1982, 1.2947, -1.3826)
H (-3.8808, -1.2103, -5.5553)
H (-1.4258, 2.3567, 3.4901)
H (0.2268, -0.1366, -2.4995)
H (1.6058, -0.0100, -3.7354)
H (3.0677, 2.5789, 2.9697)
H (5.7604, -2.1170, 1.6413)
H (2.9660, -3.0690, -0.2528)
H (1.3409, -0.5628, 3.7162)
H (2.2419, -4.4633, -1.0662)
H (-1.3479, -2.1406, -8.8144)
H (1.8235, 3.1684, -5.2353)
H (-1.7797, 1.3719, -4.1866)
H (-3.7367, 0.5205, -1.8305)
H (-2.8600, -3.4958, -3.8640)
H (-2.3757, -1.3632, -4.6128)
H (-0.0341, -2.6843, -7.7380)
H (0.9341, 4.4331, -2.4043)
H (-0.0061, -1.0674, -8.4386)
H (0.5088, 4.2094, 1.3915)
H (-1.9115, -0.3814, -7.0317)
H (-2.8526, 3.2586, 0.4657)
H (-0.8050, -4.9070, -3.0219)
H (-4.0740, -3.8578, -5.1358)
H (-2.3329, -0.4877, -1.3988)
H (4.2687, -1.5909, 3.5923)
H (-2.5528, 1.5300, 4.6378)
H (3.7030, 2.8972, 1.3465)
H (2.6321, 1.8320, -4.4064)
H (-0.2205, -0.0092, -4.1659)
H (-1.2226, 0.6725, 3.9269)
H (0.8480, -4.4752, -3.3101)
H (2.9803, 1.8651, -1.0237)
H (-1.2094, -2.7330, -1.7225)
H (4.6693, 1.4360, -1.3835)
H (-1.6695, 4.5702, 0.7091)
H (-4.5180, 0.7295, 3.9625)
H (-6.0471, -0.1915, 2.2077)
H (-2.3749, 3.7326, 2.1116)
H (-5.2973, -0.2241, -0.1924)
H (1.8035, 1.1178, 3.6666)
H (-0.4845, -3.4864, -3.9839)
H (-2.0101, 2.6521, -2.9833)

Cartesian forces (eV/Å) of the 3 atoms listed first:
S 0.38 -0.55 -1.25
Si -0.14 0.76 -2.46
Mg -0.23 1.23 1.09